[1]
Formula: C25H63BN5O16
Source: the Open Molecules 2025 dataset
Level of theory: ωB97M-V with the def2-TZVPD basis set

Each line ends with the Mulliken charge.
Positions of all 110 atoms, in Å:
O  -0.485449  -1.951408  3.091273  -0.45
O  -2.120371  0.140628  -0.534704  -0.75
O  -3.042280  1.821968  0.624703  -0.93
O  -4.784198  1.707820  -3.171569  -0.29
O  0.086645  -0.947108  -0.749779  -0.41
O  -0.064909  -5.338759  -4.282509  -0.42
O  1.061144  4.372071  -2.198508  -0.70
O  1.126603  -2.807729  -1.356069  -0.81
O  -2.629262  6.050999  3.778005  -0.43
O  4.159224  -7.032330  -2.627330  -0.37
O  -0.668700  3.276572  -0.298567  -0.77
O  -4.877717  0.325953  2.301525  -0.65
O  -0.233855  1.324209  -1.320583  -0.28
O  -0.956958  -2.576756  -3.605186  -0.60
O  -1.120409  -0.559327  -2.658278  -0.67
O  3.958669  1.900563  0.524207  -0.45
N  -0.265923  4.489754  5.085121  -0.74
N  -4.852831  -1.871262  -4.304054  -0.85
N  3.643875  -4.441106  -1.343942  -0.77
N  -2.110908  -0.024642  4.390402  -0.84
N  6.566498  2.903667  -0.265363  -0.78
C  3.892349  -7.606691  -3.862095  -0.73
C  0.109337  -6.070650  -5.514156  -0.60
C  3.021840  -6.797060  -1.831391  -0.70
C  -0.912674  -0.786285  2.412244  0.40
C  -1.032636  0.349905  3.443373  1.35
C  -5.314728  -0.626231  -3.605774  0.46
C  -1.773817  5.152598  3.110279  -0.47
C  -4.504332  2.934774  -3.810424  -0.81
C  2.047538  -5.620623  0.093821  -1.48
C  2.564512  1.716268  0.616460  -0.27
C  -5.292436  -0.941437  -2.120255  -1.34
C  4.318878  3.249401  0.806928  -0.10
C  -2.242949  1.400362  -0.155925  0.67
C  0.494350  4.165364  2.812036  -0.57
C  0.246740  0.607093  4.261467  -1.37
C  -0.361173  5.053320  3.708889  0.40
C  0.242997  -2.007518  -1.506182  0.58
C  -3.317459  5.625158  4.939116  -0.74
C  5.838105  3.203822  1.000734  0.24
C  -0.957709  2.162512  -0.624234  0.87
C  3.290008  -5.754090  -0.736763  0.56
C  -0.721945  -1.823143  -2.708890  0.31
C  6.477530  4.466229  1.594243  -1.45
C  -4.331515  0.548102  -3.832428  -0.03
C  0.169070  -2.909461  2.278369  -0.68
B  -0.878793  -0.004570  -1.336548  1.23
H  1.692666  3.646411  -2.182097  0.32
H  0.070075  1.238461  5.131201  0.43
H  -4.326475  -1.300958  -1.770716  0.27
H  0.768401  4.622410  1.859225  0.45
H  1.417652  3.828713  3.280648  0.38
H  1.212206  -5.464445  -0.589168  0.32
H  -0.126855  3.300747  2.559499  -0.45
H  4.165645  -6.097582  -0.175986  0.24
H  -3.828959  -1.878401  -4.286480  0.30
H  3.850911  3.533789  1.754673  0.06
H  1.941877  2.474646  0.136914  0.27
H  6.066540  2.405869  1.713185  0.33
H  2.380229  0.759319  0.117934  0.13
H  -3.306041  6.470781  5.633460  0.25
H  -6.176007  -1.532922  -1.864149  0.40
H  -1.869985  -0.951993  4.721442  0.34
H  6.369632  5.302433  0.890944  0.33
H  0.761394  -6.919433  -5.344659  0.17
H  6.256065  3.726421  -0.792015  0.31
H  -0.247670  -0.505690  1.584274  -0.61
H  -3.452586  3.229108  -3.724396  0.27
H  -6.325556  -0.452238  -3.979101  0.29
H  -0.691070  3.562553  5.148750  0.27
H  -4.271517  0.914981  1.819322  0.45
H  7.555177  4.415228  1.739460  0.37
H  -5.281546  0.886072  2.971787  0.31
H  0.229004  3.974210  -1.883637  0.37
H  4.103215  4.024336  0.063082  0.21
H  -5.015409  -2.575730  -3.590513  0.32
H  3.509930  -6.870045  -4.583275  0.23
H  -1.815787  -1.044086  1.846397  0.34
H  -0.932226  5.022534  5.638221  0.25
H  2.801704  -3.862017  -1.309327  0.55
H  -2.998359  -0.070400  3.900673  0.33
H  -3.408874  0.215718  -3.344588  -0.27
H  0.125586  6.012423  3.898136  0.23
H  0.639856  -0.310112  4.704024  0.37
H  4.776834  -7.911047  -4.430233  0.30
H  1.931205  -6.537600  0.683825  0.47
H  -5.494733  -0.044644  -1.517483  0.35
H  -4.837682  2.979034  -4.848768  0.35
H  3.788066  -4.644754  -2.329240  0.29
H  -0.891752  -6.321307  -5.861300  0.25
H  0.581758  -5.391663  -6.225906  0.31
H  -2.842305  4.805414  5.472616  0.30
H  0.060949  -4.401722  -4.456605  0.28
H  3.211251  -8.459283  -3.784370  0.33
H  2.057538  -4.855751  0.870178  0.31
H  -0.550278  -3.554764  1.768016  0.28
H  0.788315  -2.386492  1.543794  0.18
H  0.843627  -3.485894  2.909916  0.39
H  6.030423  2.149074  -0.696957  0.35
H  -1.294652  1.302256  2.979371  -0.37
H  -5.047844  3.650184  -3.190300  0.28
H  -4.377110  5.447059  4.746224  0.25
H  -4.111233  0.629761  -4.900968  0.44
H  2.126884  -6.499494  -2.392686  0.26
H  2.164184  1.519891  1.619216  0.12
H  -1.605294  5.526527  2.096121  0.27
H  2.661427  -7.696349  -1.308750  0.40
H  0.967390  1.049565  3.573040  -0.01
H  -2.236098  4.170647  2.954161  0.35
H  5.996308  4.779317  2.522258  0.36

Forces on atoms 1 to 6 (eV/Å):
0.4 0.0 0.2
0.2 0.2 -0.6
-0.5 0.4 0.0
-0.2 -0.1 -0.7
-0.3 0.1 0.7
0.4 -0.6 -0.2

The molar mass is 700.61 g mol⁻¹. The value obtained for the total energy is -67838.26339 eV. The calculation puts the energy relative to the best compared isomer or geometry (same formula, charge and spin) at 0.000 eV. As for the total charge: -1.

=====

[2]
Formula: C25H63ClN8O7P
Source: the Open Molecules 2025 dataset
Level of theory: ωB97M-V with the def2-TZVPD basis set

Each line ends with the Mulliken charge.
Positions of all 105 atoms, in Å:
Cl  -0.573977  -2.430665  -4.970686  -0.06
P  0.882813  0.676282  -4.211806  0.33
O  -3.023758  2.046733  -1.058542  -0.33
O  6.844523  -0.374376  -7.929963  -0.51
O  -3.846507  -1.863778  6.923781  -0.24
O  3.044021  -2.289336  1.057521  -0.44
O  6.131745  1.374373  -6.418069  -0.31
O  -0.408063  0.145941  5.040711  -0.37
O  -0.931929  0.309906  -6.216223  -0.53
N  -0.414149  0.363240  -3.238202  -0.57
N  -2.943856  1.308081  5.733306  -0.66
N  0.426199  -1.969296  -7.450702  -0.31
N  2.718872  -1.260613  -1.606407  -0.54
N  -2.754434  0.899933  1.563064  -0.56
N  2.259999  -2.275408  -9.091941  -0.39
N  -2.646983  -4.100099  8.273046  -0.73
N  2.115324  0.007611  -8.140600  -0.17
C  -1.277452  3.044373  6.135272  -1.45
C  0.736958  -1.543026  -6.000091  -0.25
C  -2.462558  2.327623  1.362630  0.88
C  4.938958  2.034826  -7.020675  -0.54
C  -4.048782  -3.752082  8.551452  0.32
C  -4.958717  -4.743661  7.831566  -1.38
C  0.466485  0.993875  4.313192  0.33
C  -4.346875  -2.276171  8.199481  -0.78
C  5.576788  -1.306097  -5.923452  -0.35
C  -4.213902  2.788511  -1.274031  -0.72
C  2.239874  2.200115  -6.634826  -0.92
C  1.355567  0.887983  -7.177315  -0.05
C  -3.627508  3.152895  1.902319  -1.54
C  -0.654102  0.565167  6.386654  -0.64
C  -4.685284  -2.197737  5.829233  -0.74
C  3.672047  1.806470  -5.952953  0.24
C  2.173195  -0.507659  -0.466686  0.38
C  3.083739  0.682327  -0.176355  -1.50
C  -1.750810  1.646521  6.524359  0.45
C  4.079446  -1.684922  1.816265  -0.58
C  0.538996  0.105052  -5.994407  0.50
C  1.945685  -1.421727  0.759599  0.13
C  1.584570  -1.396847  -8.235810  0.45
C  -2.123350  2.634735  -0.114420  -0.73
C  6.195598  -0.049833  -6.781125  0.57
H  3.148079  0.066300  -8.044518  0.17
H  2.059797  -1.999755  -1.853623  0.27
H  3.538313  -1.772109  -1.267882  0.29
H  3.694042  -0.954348  2.534981  0.22
H  4.599009  -2.471421  2.370344  0.27
H  -3.463478  0.635417  0.873861  0.34
H  -4.980076  2.482200  -0.559323  0.24
H  0.278661  0.871102  6.875763  0.42
H  5.945620  -1.379362  -4.814769  0.32
H  -1.935357  0.358154  1.284831  0.19
H  -0.998964  -0.332351  6.914251  0.23
H  -1.991148  3.799034  6.487781  0.37
H  -4.225422  -3.874821  9.626706  0.41
H  4.137161  0.400563  -0.105052  0.34
H  0.508995  1.404827  -7.847223  0.24
H  -0.716454  1.284064  -2.815869  0.09
H  2.796811  1.177312  0.757011  0.33
H  1.964115  -0.155796  -3.697859  0.02
H  -4.432768  -3.191289  5.454073  0.23
H  1.197107  -0.102547  -0.759216  0.35
H  -3.308757  0.413101  6.061456  0.26
H  5.187795  3.202243  -7.023380  0.30
H  1.247147  1.426258  4.947573  0.32
H  5.905370  -2.311545  -6.460483  0.30
H  1.125357  2.097601  -4.055337  0.11
H  -2.628896  1.104951  4.780809  0.26
H  -3.661776  3.091389  2.996934  0.33
H  -0.307054  3.270363  6.588888  0.38
H  -1.161103  1.263555  -5.984785  0.44
H  -5.747362  -2.145894  6.090254  0.35
H  4.703943  1.624017  -8.097589  0.29
H  -5.415449  -2.046798  8.291184  0.41
H  4.807114  -1.217449  1.150214  0.22
H  -3.831868  -1.644947  8.933751  0.33
H  3.619453  0.686665  -5.600322  -0.23
H  -0.103224  1.782667  3.818325  -0.05
H  -2.040395  1.687055  7.581210  0.43
H  3.915389  2.480476  -5.026263  0.29
H  4.387799  -1.339318  -5.909146  -0.22
H  -4.493871  -1.483861  5.023458  0.22
H  -1.580868  2.584683  1.961781  -0.01
H  1.579338  2.954196  -6.002786  0.29
H  2.502770  2.799693  -7.633681  0.45
H  -1.142569  2.195004  -0.332441  0.19
H  1.654284  -0.844378  1.645390  -0.40
H  1.102193  -2.084902  0.532555  0.37
H  -4.585364  2.552865  -2.275039  0.24
H  -2.024013  3.712700  -0.290474  0.45
H  2.293794  -3.271986  -8.779078  0.25
H  -2.044205  -3.491917  8.828562  0.27
H  3.007924  1.423968  -0.980941  0.28
H  -4.695889  -4.870357  6.778454  0.28
H  -4.045304  3.868732  -1.214657  0.35
H  -3.517751  4.208645  1.634259  0.36
H  -6.005524  -4.428305  7.888623  0.34
H  2.777059  -1.978429  -9.948171  0.28
H  -4.885698  -5.733893  8.297663  0.35
H  -2.450084  -3.818534  7.308855  0.33
H  0.948018  0.397705  3.533295  -0.45
H  1.805645  -1.885982  -5.646731  0.05
H  -4.596684  2.805323  1.536171  0.31
H  -1.188879  3.174511  5.053887  0.18
H  0.449745  -3.014284  -7.534675  0.40

Forces on atoms 1 to 6 (eV/Å):
2.0 1.2 -1.2
-2.9 -0.7 3.7
0.4 0.5 0.2
-4.4 2.3 7.4
-0.4 0.0 0.4
-0.5 0.5 0.1

The molar mass is 654.25 g mol⁻¹. The value obtained for the total energy is -74994.96186 eV. As for the total charge: +1.

=====

Question: The highest total charge belongs to which entry?
Answer: C25H63ClN8O7P

=====

Question: Which value of total charge does entry 1 give?
Answer: -1

=====

Question: Among the records above, which one has the highest total charge?
Answer: C25H63ClN8O7P

=====

Question: Which of these has the lowest total charge?
Answer: C25H63BN5O16